Below is a single C43H75NO16 molecule, with properties calculated with ωB97M-V/def2-TZVPD.

Output
Frontier orbital gap, Ha: 0.336
ΔE to the lowest compared entry with this formula, charge and spin, kcal/mol: 0.0
Multiplicity: 1
HOMO level, eV: -8.567

Last column: Mulliken charge in e.
Atoms and positions in Å:
C 3.326 3.966 -2.242  -0.577
C 4.433 4.419 -1.302  -0.299
H 4.931 5.316 -1.674  0.323
H 5.165 3.616 -1.159  0.269
O 3.902 4.793 -0.028  -0.398
C 3.606 3.813 0.815  0.656
O 3.844 2.647 0.622  -0.612
C 2.978 4.350 2.088  -1.279
C 1.739 3.531 2.445  1.290
C 0.694 3.634 1.355  -0.038
O 0.877 4.124 0.273  -0.637
O -0.471 3.140 1.781  0.570
C -1.603 3.221 0.918  0.319
H -1.290 3.609 -0.057  0.616
C -2.671 4.126 1.577  -1.275
N -2.334 5.529 1.715  0.205
C -1.535 5.872 2.871  -0.835
H -1.893 5.327 3.742  0.299
H -0.463 5.666 2.742  0.192
H -1.652 6.940 3.060  0.425
C -1.837 6.190 0.524  -0.843
H -1.881 7.266 0.694  0.396
H -2.472 5.954 -0.326  0.275
H -0.800 5.924 0.277  0.196
C -3.992 3.977 0.813  -1.362
H -4.762 4.553 1.323  0.334
C -4.385 2.504 0.732  0.567
C -5.680 2.296 -0.042  -1.631
H -5.566 2.674 -1.054  0.306
H -6.493 2.824 0.448  0.442
H -5.921 1.238 -0.093  0.400
H -4.489 2.097 1.753  0.271
O -3.370 1.781 0.054  -0.010
C -2.127 1.783 0.716  0.309
O -1.197 1.109 -0.049  -0.449
C -1.058 -0.299 0.121  0.933
H -1.185 -0.532 1.187  -0.456
C -2.135 -1.107 -0.697  1.054
C -3.390 -1.325 0.149  -1.886
H -4.051 -2.032 -0.348  0.608
H -3.116 -1.737 1.121  0.500
H -3.915 -0.388 0.295  -0.178
O -1.605 -2.367 -1.077  -0.282
H -1.784 -3.027 -0.398  0.359
C -2.428 -0.352 -2.004  -1.104
H -1.481 -0.223 -2.529  0.344
H -2.812 0.633 -1.749  0.602
C -3.443 -1.044 -2.922  0.522
C -3.754 -0.141 -4.118  -1.963
H -4.179 0.794 -3.761  0.538
H -2.856 0.089 -4.686  0.251
H -4.477 -0.616 -4.778  0.447
C -2.975 -2.410 -3.383  0.032
O -3.585 -3.412 -3.074  -0.767
C -1.772 -2.483 -4.309  1.300
H -1.262 -1.521 -4.330  0.808
C -2.245 -2.866 -5.716  -2.042
H -2.865 -2.080 -6.140  0.416
H -1.388 -3.029 -6.364  0.500
H -2.826 -3.784 -5.676  0.308
C -0.807 -3.543 -3.729  0.626
O -1.372 -4.834 -3.792  -0.896
H -2.269 -4.754 -3.422  0.709
H -0.634 -3.263 -2.684  -1.054
C 0.579 -3.661 -4.418  1.088
C 1.190 -2.318 -4.806  -2.139
H 1.245 -1.664 -3.941  0.140
H 0.602 -1.852 -5.590  0.359
H 2.191 -2.484 -5.193  0.602
O 0.461 -4.447 -5.579  -0.705
H -0.210 -5.117 -5.374  0.510
C 1.497 -4.394 -3.387  -0.382
C 2.783 -4.936 -4.009  -0.547
H 2.535 -5.362 -4.981  0.361
C 3.437 -5.987 -3.120  -1.277
H 2.773 -6.836 -2.980  0.341
H 3.668 -5.568 -2.143  0.183
H 4.362 -6.340 -3.570  0.462
H 3.473 -4.104 -4.159  0.298
H 0.918 -5.216 -2.949  0.749
O 1.864 -3.482 -2.342  -0.121
C 1.372 -3.637 -1.120  -0.197
O 0.570 -4.472 -0.788  -0.630
C 2.007 -2.647 -0.155  0.939
C 2.888 -3.466 0.792  -1.967
H 2.293 -4.218 1.306  0.401
H 3.671 -3.968 0.228  0.566
H 3.352 -2.813 1.524  0.125
H 2.636 -1.957 -0.719  0.435
C 0.891 -1.867 0.584  -1.301
H 0.075 -2.574 0.774  1.104
O 1.360 -1.370 1.828  1.164
C 0.852 -1.956 2.987  -0.242
O -0.382 -1.415 3.384  -0.528
C -0.338 -0.067 3.840  2.387
C -1.742 0.290 4.309  -2.118
H -1.755 1.319 4.655  0.286
H -2.458 0.161 3.501  0.328
H -2.028 -0.368 5.126  0.479
H -0.027 0.591 3.014  -0.698
C 0.663 0.124 4.998  -0.839
O 0.726 1.474 5.376  -0.759
H 1.253 1.916 4.697  0.413
H 0.306 -0.428 5.873  0.670
C 2.061 -0.399 4.595  1.223
C 2.997 -0.366 5.810  -2.136
H 3.126 0.661 6.143  0.360
H 2.566 -0.942 6.624  0.450
H 3.968 -0.789 5.564  0.491
C 1.895 -1.844 4.105  -1.405
H 1.554 -2.448 4.946  0.587
H 2.844 -2.246 3.753  0.257
O 2.488 0.514 3.588  -0.004
C 3.732 0.275 2.964  -0.005
H 4.560 0.337 3.677  0.394
H 3.748 -0.692 2.460  -0.131
H 3.843 1.053 2.211  -0.096
H 0.620 -3.020 2.812  0.357
C 0.380 -0.701 -0.297  0.533
C 1.350 0.476 -0.221  -1.580
H 2.333 0.184 -0.579  0.492
H 0.987 1.302 -0.823  0.712
H 1.453 0.806 0.807  -0.523
H 0.342 -1.067 -1.327  -0.355
H -4.373 -1.202 -2.368  0.665
H -2.244 1.316 1.714  -0.338
H -3.885 4.357 -0.202  0.247
H -2.822 3.739 2.593  0.448
H 1.300 3.870 3.385  0.868
H 2.006 2.477 2.550  -1.500
H 2.729 5.400 1.935  0.384
H 3.713 4.268 2.892  0.438
H 2.570 4.742 -2.325  0.230
H 2.857 3.068 -1.851  -0.111
H 3.741 3.756 -3.224  0.461

Below is 10 unconnected molecules or ions with the total composition C43H76N10O8Si2 at a distorted geometry, with properties calculated with ωB97M-V/def2-TZVPD.

Output
Frontier orbital gap, Ha: 0.292
Multiplicity: 1
HOMO level, eV: -8.060

Last column: Mulliken charge in e.
Atoms and positions in Å:
C 2.878 -3.414 1.075  -1.047
C 1.936 -2.644 0.455  -0.504
Si 2.192 -0.824 0.064  1.030
C 3.983 -0.789 -0.542  1.119
C 4.267 -1.565 -1.834  -1.162
O 4.326 -2.971 -1.610  -0.541
C 0.971 -0.559 -1.336  -0.772
C 0.876 0.765 -2.114  -0.833
C 2.192 1.356 -2.658  -0.505
C 2.534 2.742 -2.180  0.178
O 3.670 3.137 -2.107  -0.659
O 1.484 3.553 -1.873  -0.190
C 1.328 4.667 -2.776  -0.129
C 1.717 5.984 -2.090  -1.098
O 2.111 -0.010 1.524  -1.450
Si 1.427 1.394 2.049  0.325
C 0.826 1.097 3.807  -0.814
C 1.023 2.322 4.710  -1.054
C -0.113 3.353 4.613  -0.412
C 0.396 4.768 4.293  -0.761
O -0.472 5.407 3.317  -0.403
C 0.177 5.764 2.194  0.434
O -0.060 6.784 1.618  -0.536
C -0.036 2.096 1.110  0.586
C -1.141 1.065 0.771  -0.426
C -2.441 1.284 1.514  0.294
N -3.662 1.188 0.765  -0.640
O -2.494 1.476 2.705  -0.431
O 2.535 2.620 2.208  -0.970
C 3.523 2.733 1.182  0.881
C 4.912 2.186 1.573  2.749
C 4.983 1.678 3.023  -1.935
C 6.034 3.198 1.326  -1.973
C 6.692 3.178 -0.052  1.606
C 7.098 1.788 -0.540  -1.267
C 7.979 4.025 0.040  -1.831
H 3.380 -4.219 0.541  0.202
H 3.149 -3.269 2.120  0.302
H 1.030 -3.149 0.107  0.451
H 4.296 0.240 -0.746  -1.281
H 4.602 -1.149 0.283  0.819
H 3.497 -1.325 -2.569  0.445
H 5.243 -1.245 -2.206  0.376
H 3.877 -3.409 -2.338  0.337
H -0.028 -0.823 -0.981  0.651
H 1.192 -1.347 -2.063  0.765
H 0.252 0.565 -2.988  0.644
H 0.337 1.553 -1.595  0.210
H 2.089 1.479 -3.741  0.237
H 3.079 0.750 -2.511  0.173
H 0.267 4.697 -3.021  0.456
H 1.871 4.512 -3.707  0.134
H 2.593 6.401 -2.582  0.348
H 0.896 6.691 -2.051  0.311
H 2.027 5.737 -1.078  0.168
H -0.235 0.838 3.766  0.436
H 1.338 0.219 4.207  0.451
H 1.997 2.790 4.574  0.432
H 1.040 1.963 5.742  0.466
H -0.639 3.409 5.565  0.517
H -0.872 3.095 3.878  0.253
H 1.418 4.730 3.920  0.439
H 0.325 5.401 5.173  0.339
H 0.904 5.022 1.830  0.130
H 0.248 2.713 0.255  0.433
H -0.484 2.798 1.818  0.454
H -1.344 0.977 -0.293  0.401
H -0.790 0.081 1.104  -0.095
H -3.833 0.182 0.683  0.164
H -3.452 1.478 -0.187  0.358
H 3.635 3.803 0.985  0.711
H 3.160 2.304 0.244  -1.408
H 5.105 1.301 0.966  -0.961
H 4.099 1.120 3.315  0.251
H 5.808 0.962 3.056  0.455
H 5.225 2.472 3.728  0.364
H 5.682 4.217 1.508  0.419
H 6.824 3.027 2.064  0.303
H 6.095 3.662 -0.828  -0.026
H 7.333 1.110 0.283  0.275
H 6.268 1.327 -1.082  0.057
H 7.941 1.814 -1.227  0.475
H 8.371 4.234 -0.957  0.460
H 7.829 4.962 0.574  0.394
H 8.750 3.430 0.535  0.393
C -3.962 -0.999 4.572  -0.335
C -3.734 -2.420 4.794  0.315
N -3.553 -3.540 4.975  -0.412
H -3.366 -0.647 3.733  -0.205
H -5.014 -0.825 4.353  0.295
H -3.685 -0.437 5.461  0.330
C -1.710 -6.277 3.811  -0.367
C -1.261 -6.786 2.523  0.420
N -0.939 -7.147 1.479  -0.547
H -2.430 -5.476 3.657  -0.028
H -2.198 -7.074 4.368  0.294
H -0.872 -5.902 4.394  0.314
C -2.418 -3.737 0.731  -0.163
C -3.459 -2.744 0.503  0.517
N -4.312 -1.993 0.325  -0.729
H -2.241 -4.309 -0.178  0.378
H -1.492 -3.247 1.031  0.098
H -2.734 -4.418 1.520  -0.230
C -5.804 -5.008 0.916  -0.288
C -5.386 -5.832 2.043  0.171
N -5.057 -6.503 2.918  -0.500
H -4.988 -4.942 0.200  0.109
H -6.660 -5.462 0.423  0.237
H -6.071 -4.007 1.252  0.192
C -4.008 -9.199 -0.306  -0.655
C -4.959 -8.214 -0.806  0.369
N -5.699 -7.427 -1.199  -0.416
H -3.651 -9.816 -1.128  0.317
H -3.162 -8.693 0.157  0.127
H -4.492 -9.833 0.434  0.263
C 1.566 3.775 -6.754  -0.748
C 0.792 2.622 -6.306  0.524
N 0.181 1.712 -5.958  -0.490
H 1.190 4.681 -6.283  0.240
H 2.614 3.645 -6.487  0.278
H 1.482 3.874 -7.834  0.267
C -6.477 -1.651 -2.117  -0.181
C -7.844 -2.160 -2.094  0.297
N -8.917 -2.572 -2.075  -0.402
H -6.485 -0.564 -2.068  0.282
H -5.929 -2.038 -1.262  -0.228
H -5.981 -1.964 -3.034  0.300
C -9.666 -4.358 0.467  -0.900
C -8.929 -3.408 1.292  0.441
N -8.341 -2.661 1.937  -0.433
H -8.990 -4.843 -0.234  0.245
H -10.130 -5.112 1.100  0.341
H -10.438 -3.835 -0.094  0.339
C -1.190 1.407 -9.483  -0.686
C -0.353 2.568 -9.758  0.404
N 0.310 3.484 -9.969  -0.457
H -0.783 0.533 -9.987  0.255
H -1.215 1.222 -8.410  0.218
H -2.201 1.589 -9.841  0.273

Below is 4 unconnected molecules or ions with the total composition C43H78BrN2O4PS at a distorted geometry, with properties calculated with ωB97M-V/def2-TZVPD.

Output
Frontier orbital gap, Ha: 0.276
Multiplicity: 1
HOMO level, eV: -8.000

Last column: Mulliken charge in e.
Atoms and positions in Å:
C 5.362 2.380 -0.090  -1.394
C 4.753 0.973 -0.030  0.268
O 4.210 0.645 -1.320  -0.546
C 3.485 -0.593 -1.200  -0.408
C 1.998 -0.428 -1.622  -1.630
C 1.035 -0.420 -0.427  0.934
C 0.522 -1.675 0.053  -0.179
C 0.891 -3.007 -0.589  -1.877
C 2.272 -3.588 -0.159  -0.760
C 2.356 -3.957 1.366  0.528
C 3.384 -3.145 2.154  0.163
C 4.568 -2.630 1.639  0.111
C 5.461 -1.866 2.388  -0.744
C 5.146 -1.644 3.723  -0.425
C 3.980 -2.142 4.288  -0.957
C 3.112 -2.899 3.507  -0.183
C -0.362 -1.611 1.148  1.089
C -1.033 -2.845 1.737  -1.734
S -0.509 -3.215 3.462  0.165
C -2.077 -3.506 4.358  -0.430
C -2.244 -2.533 5.548  -1.185
C -0.651 -0.371 1.722  0.725
C -1.615 -0.269 2.942  -0.453
O -1.054 -0.073 4.041  -0.618
O -2.823 -0.401 2.719  -0.707
N -0.133 0.776 1.267  0.768
P -0.608 2.259 2.190  -0.136
N 0.865 2.633 3.011  -0.586
O -0.867 3.536 1.181  -0.295
C 0.699 0.774 0.178  0.408
C 1.312 2.047 -0.389  -0.829
C 0.441 2.764 -1.477  -1.093
C -0.617 1.872 -2.180  -0.149
Br -2.422 2.147 -1.450  -0.139
H 5.622 2.673 0.938  0.374
H 4.570 3.058 -0.453  0.294
H 6.233 2.441 -0.754  0.341
H 3.903 1.001 0.684  0.080
H 5.469 0.202 0.301  0.352
H 3.609 -1.020 -0.196  0.052
H 3.970 -1.294 -1.907  0.234
H 1.766 -1.242 -2.322  0.886
H 1.919 0.517 -2.174  0.509
H 0.144 -3.789 -0.417  0.572
H 0.943 -2.862 -1.681  0.589
H 3.121 -2.970 -0.463  0.253
H 2.379 -4.546 -0.698  0.398
H 2.614 -5.025 1.477  0.540
H 1.343 -3.845 1.771  -0.930
H 4.797 -2.841 0.587  0.439
H 6.384 -1.471 1.962  0.528
H 5.833 -1.043 4.326  0.356
H 3.713 -1.972 5.334  0.438
H 2.210 -3.293 3.980  0.214
H -2.118 -2.638 1.776  0.962
H -0.901 -3.740 1.121  0.284
H -2.927 -3.342 3.675  0.360
H -2.122 -4.562 4.664  0.526
H -2.745 -1.604 5.248  0.261
H -2.949 -3.025 6.250  0.425
H -1.313 -2.352 6.099  0.258
H 0.661 2.861 3.981  0.330
H 1.424 1.779 3.065  0.263
H -0.098 4.133 1.183  0.301
H 2.313 1.858 -0.787  -0.143
H 1.424 2.744 0.461  0.860
H -0.077 3.658 -1.112  0.316
H 1.120 3.121 -2.274  0.490
H -0.690 2.233 -3.218  -0.119
H -0.360 0.810 -2.245  0.350
C -2.644 3.517 -5.567  -0.704
C -2.098 2.430 -6.486  -0.645
C -0.632 2.639 -6.863  -0.521
C -0.341 3.920 -7.648  -0.753
C -1.118 4.065 -8.957  -0.388
C -0.799 2.971 -9.971  -1.197
H -2.618 4.500 -6.042  0.305
H -3.682 3.305 -5.304  0.468
H -2.066 3.568 -4.642  -0.119
H -2.718 2.361 -7.384  0.387
H -2.190 1.465 -5.978  0.371
H -0.288 1.773 -7.436  0.411
H -0.028 2.650 -5.948  0.155
H 0.731 3.957 -7.866  0.397
H -0.549 4.789 -7.018  0.312
H -0.871 5.034 -9.399  0.378
H -2.194 4.083 -8.763  0.224
H 0.266 2.968 -10.217  0.292
H -1.356 3.136 -10.895  0.383
H -1.068 1.982 -9.598  0.281
C -4.424 9.594 -1.019  -1.216
C -4.208 8.833 -2.323  -0.325
C -4.971 7.510 -2.383  -0.782
C -4.568 6.482 -1.324  -0.911
C -3.090 6.094 -1.328  -0.100
C -2.649 5.428 -2.626  -0.940
H -4.065 9.030 -0.157  0.287
H -3.883 10.542 -1.039  0.379
H -5.483 9.815 -0.869  0.295
H -3.139 8.665 -2.479  0.237
H -4.542 9.462 -3.154  0.388
H -4.845 7.076 -3.380  0.277
H -6.042 7.712 -2.279  0.424
H -5.172 5.580 -1.470  0.344
H -4.830 6.859 -0.331  0.395
H -2.912 5.400 -0.501  0.003
H -2.464 6.970 -1.132  0.354
H -3.228 4.525 -2.813  0.194
H -1.594 5.146 -2.566  0.273
H -2.762 6.094 -3.484  0.418
C -0.331 -10.136 6.873  -1.205
C 0.016 -9.900 5.407  -0.368
C 1.224 -8.984 5.212  -0.782
C 1.052 -7.562 5.749  -0.912
C -0.133 -6.792 5.169  -0.138
C -0.030 -6.569 3.665  -1.004
H -0.604 -9.208 7.378  0.284
H -1.180 -10.817 6.957  0.377
H 0.512 -10.582 7.405  0.297
H -0.856 -9.499 4.882  0.238
H 0.235 -10.865 4.941  0.392
H 1.469 -8.945 4.146  0.294
H 2.094 -9.436 5.701  0.418
H 1.972 -7.002 5.547  0.334
H 0.954 -7.593 6.838  0.391
H -0.186 -5.816 5.662  0.220
H -1.072 -7.303 5.401  0.306
H 0.877 -6.015 3.417  0.143
H -0.884 -5.993 3.310  0.269
H -0.019 -7.514 3.116  0.467